1.
ORCA calculation (wB97M-V/def2-TZVPD) on C21H39CdNP2 as an isolated structure.

Element x y z (Å)
Cd  -3.412  -1.337  0.750
P  1.895  2.247  1.759
P  1.860  1.132  -2.063
N  -3.415  -3.009  -0.606
C  -4.256  -2.952  -1.695
C  1.655  -0.949  -0.387
C  -5.002  -1.737  -2.036
C  -3.153  -0.269  2.585
C  0.118  2.129  1.508
C  1.330  1.892  -3.585
C  3.397  0.218  -2.463
C  -2.851  -4.267  -0.563
C  2.500  2.445  -0.983
C  2.978  1.878  0.374
C  -3.366  -5.036  -1.631
C  0.612  -0.440  2.014
C  0.917  -0.027  -1.255
C  -1.876  -4.676  0.458
C  1.655  -1.085  1.054
C  1.837  4.108  1.768
C  -0.445  0.601  -0.668
C  -4.256  -4.207  -2.347
C  -0.475  1.930  0.113
C  0.688  1.040  2.361
C  3.044  2.102  3.207
H  -2.299  0.417  2.530
H  -0.443  2.905  2.039
H  0.745  -0.971  2.966
H  1.522  -2.186  1.179
H  -1.553  2.167  0.231
H  1.740  3.238  -0.904
H  -4.848  -4.429  -3.226
H  3.893  2.796  3.139
H  -0.974  -0.171  -0.104
H  -3.097  -6.072  -1.824
H  3.441  1.080  3.282
H  3.122  0.787  0.382
H  -2.365  -4.941  1.407
H  3.884  0.799  -3.251
H  2.488  2.341  4.126
H  0.594  2.674  -3.350
H  0.522  1.185  3.438
H  -0.153  2.760  -0.546
H  0.999  4.448  2.391
H  2.173  -1.740  -0.937
H  -1.336  -5.565  0.104
H  4.070  0.113  -1.596
H  1.713  4.499  0.750
H  3.115  -0.775  -2.833
H  0.896  1.144  -4.264
H  3.371  2.864  -1.505
H  -3.017  -0.947  3.436
H  2.778  4.490  2.179
H  -4.074  0.309  2.730
H  -1.078  0.780  -1.548
H  2.659  -0.925  1.481
H  -5.285  -1.769  -3.096
H  3.947  2.329  0.642
H  -1.134  -3.889  0.656
H  -5.924  -1.647  -1.440
H  2.209  2.348  -4.070
H  -0.421  -0.693  1.711
H  0.541  -0.655  -2.097
H  -4.400  -0.828  -1.878

Properties
Net charge: 0
HOMO-LUMO gap in eV: 4.88
HOMO energy in eV: -4.72
Relative energy (zero: lowest compared OMol25 entry of this formula, charge and spin) in kJ/mol: 470.5

=====

2.
ORCA calculation (wB97M-V/def2-TZVPD) on C21H39Cl2I3N3O2P as an isolated structure.

Element x y z (Å)
I  -3.778  -0.987  -1.133
I  0.763  1.371  -3.249
I  3.313  2.741  -2.752
Cl  -2.742  -4.472  -1.566
Cl  1.922  0.122  3.194
P  -1.804  -3.375  -0.058
O  -0.714  -4.552  0.711
O  -0.833  0.251  -1.415
N  -3.863  -0.922  -4.703
N  0.014  -3.035  3.259
N  1.325  -2.093  -2.487
C  -1.043  -2.051  2.930
C  -1.021  4.843  2.720
C  0.352  -2.854  -1.629
C  -2.859  1.303  -3.858
C  3.573  2.010  0.221
C  1.450  0.879  -1.169
C  -2.859  -0.335  -3.930
C  -0.940  -0.966  1.787
C  0.076  -0.981  0.527
C  -1.726  -1.319  -3.192
C  -2.169  1.892  0.452
C  -1.585  -0.992  -1.583
C  2.396  -1.259  2.114
C  0.139  0.495  -0.284
C  1.520  -1.676  0.837
C  2.327  2.195  -0.813
C  3.996  -1.012  1.680
C  -0.055  4.232  1.546
C  -0.617  -1.981  -0.642
C  -0.536  1.850  0.280
C  0.090  2.563  1.609
H  -2.101  -2.431  -3.395
H  -2.032  -2.701  2.738
H  -1.304  -1.502  3.963
H  -0.552  4.550  0.508
H  -2.611  1.216  1.290
H  -0.752  -1.198  -3.818
H  -2.153  4.811  2.343
H  4.541  -0.271  2.431
H  2.314  -2.272  -2.185
H  -2.250  1.704  -4.803
H  -2.408  1.761  -2.880
H  4.573  -2.049  1.806
H  -0.765  6.008  2.785
H  4.122  3.069  0.278
H  -0.783  0.076  2.353
H  0.642  -2.767  4.055
H  1.223  -2.316  -3.504
H  1.268  2.421  1.736
H  3.295  1.739  1.322
H  -0.372  2.662  -0.588
H  -0.475  2.223  2.604
H  -0.258  -3.526  -2.400
H  -0.904  4.330  3.765
H  2.239  0.040  -1.346
H  -2.423  3.008  0.803
H  2.482  -2.214  2.831
H  1.007  -3.658  -1.034
H  1.270  -2.841  0.967
H  -3.957  1.717  -3.953
H  -1.171  -5.461  0.699
H  1.748  3.169  -0.539
H  -0.426  -3.947  3.585
H  4.359  1.287  -0.280
H  -2.035  -0.858  1.321
H  0.980  4.777  1.583
H  4.124  -0.708  0.560
H  -3.763  -1.960  -4.716
H  2.288  -1.683  -0.078
H  -2.744  1.813  -0.592

Properties
Net charge: 0
HOMO-LUMO gap in eV: 6.58
HOMO energy in eV: -6.87

=====

3.
ORCA calculation (wB97M-V/def2-TZVPD) on a 2-piece molecular cluster, C21H39N3O3P overall.

Element x y z (Å)
P  -5.034  0.698  1.890
O  -6.085  -0.545  1.475
O  2.869  0.452  0.119
O  -2.763  1.910  2.506
N  -3.548  -1.604  2.467
N  3.213  -0.134  -0.974
N  -3.414  0.463  -0.529
C  -2.604  -1.978  -1.554
C  -0.252  -1.514  3.469
C  -2.307  0.563  2.449
C  -3.243  0.285  -1.832
C  0.809  -0.073  -1.413
C  -3.190  -0.568  0.289
C  -5.276  0.598  3.698
C  3.803  1.684  -3.147
C  -0.917  0.416  1.845
C  2.370  1.440  -2.674
C  2.257  -1.029  -3.135
C  5.237  -1.025  -2.159
C  4.655  0.110  -1.304
C  5.452  0.118  -0.004
C  2.185  0.057  -2.050
C  -2.274  2.852  1.570
C  -0.219  -0.940  2.043
C  4.802  1.462  -2.010
C  -2.834  -0.907  -2.397
C  -2.795  -1.811  -0.198
C  -3.414  -0.322  1.779
H  -0.574  -1.683  1.327
H  -2.270  0.249  3.499
H  -4.599  1.341  4.132
H  0.702  -1.046  -0.931
H  -2.715  -0.994  -3.471
H  0.831  -0.767  1.784
H  6.512  0.204  -0.246
H  -1.231  3.119  1.762
H  -4.521  -1.855  2.597
H  -3.451  1.141  -2.469
H  -0.457  -0.755  4.227
H  -2.888  3.746  1.696
H  1.669  1.545  -3.506
H  0.681  -2.032  3.697
H  3.895  2.709  -3.511
H  0.631  0.698  -0.668
H  -2.659  -2.629  0.496
H  0.037  0.016  -2.178
H  -5.063  -0.379  4.132
H  -2.400  2.508  0.539
H  -0.252  1.173  2.276
H  2.104  2.203  -1.936
H  5.179  0.953  0.637
H  5.035  -1.991  -1.694
H  -2.286  -2.937  -1.948
H  5.825  1.544  -2.385
H  -3.076  -1.608  3.358
H  6.318  -0.902  -2.225
H  -1.038  -2.271  3.560
H  -0.959  0.625  0.773
H  -5.788  -1.001  0.678
H  4.044  1.040  -3.997
H  -6.301  0.895  3.926
H  4.672  2.258  -1.271
H  3.097  -0.927  -3.815
H  4.865  -1.053  -3.178
H  1.359  -0.961  -3.749
H  5.298  -0.806  0.554
H  2.289  -2.025  -2.691

Properties
Net charge: 0
2S+1: 2
HOMO-LUMO gap (spin up / spin down) in eV: 8.39 / 8.12
HOMO energy (spin up / spin down) in eV: -7.73 / -7.73
Expectation value of S²: 0.754

=====

no.,electronic energy (a.u.)
1,-1728.46237
2,-3292.69365
3,-1554.85463